[1]
C11H25BBrN3O4PS as an isolated structure. Source: the Open Molecules 2025 dataset; level of theory: ωB97M-V with the def2-TZVPD basis set.

```
47
Properties=species:S:1:pos:R:3:nbo_charge:R:1
C -1.901 -2.096 1.781 -0.60
C -2.504 -1.156 0.714 -0.73
P -1.798 0.530 0.856 0.93
C -2.102 1.550 -0.662 -0.73
C -2.362 0.774 -1.994 -0.62
N -0.053 0.354 1.201 -0.69
C 0.643 -0.062 -0.068 -0.26
C 1.929 -0.851 0.175 -0.41
C 2.505 -1.406 -1.133 -0.43
C 1.503 -2.280 -1.901 -0.08
O 0.575 -1.541 -2.715 -0.57
C 1.152 -0.981 -3.828 0.81
C 1.250 0.535 -3.832 -0.73
O 1.517 -1.596 -4.730 -0.51
C 0.440 1.467 1.732 0.76
N 0.293 1.706 2.990 -0.77
B -0.447 0.815 3.961 1.20
O -1.649 1.249 4.423 -0.86
O 0.043 -0.341 4.418 -0.85
N 1.168 2.427 0.952 -0.71
S 2.839 2.587 1.472 0.23
Br 0.276 4.085 0.977 0.28
H -1.756 -1.595 2.741 0.21
H -0.915 -2.455 1.475 0.21
H -2.522 -2.985 1.881 0.24
H -3.594 -1.163 0.735 0.27
H -2.226 -1.603 -0.252 0.22
H -3.003 2.122 -0.433 0.26
H -1.290 2.277 -0.756 0.24
H -1.741 1.224 -2.772 0.22
H -2.107 -0.284 -1.955 0.22
H -3.401 0.923 -2.277 0.23
H -0.042 -0.748 -0.572 0.23
H 0.783 0.761 -0.773 0.23
H 2.710 -0.216 0.607 0.21
H 1.727 -1.689 0.848 0.22
H 2.846 -0.611 -1.803 0.21
H 3.381 -2.029 -0.938 0.24
H 1.971 -3.053 -2.517 0.21
H 0.900 -2.813 -1.156 0.19
H 0.387 0.972 -3.316 0.21
H 2.129 0.864 -3.273 0.23
H 1.245 0.938 -4.841 0.25
H 0.690 2.567 3.363 0.44
H -1.913 2.017 3.891 0.51
H -0.604 -0.669 5.065 0.52
H 3.028 1.479 2.236 0.14
```

Computed properties:
E_HOMO   -11.67 eV
Maximum force   4.23 eV Å⁻¹
Net charge   +1


[2]
A single C11H25BIO4P molecule. Source: the Open Molecules 2025 dataset; level of theory: ωB97M-V with the def2-TZVPD basis set.

```
43
Properties=species:S:1:pos:R:3:nbo_charge:R:1
C -2.830 1.511 0.776 -0.61
C -3.176 0.346 -0.149 -0.41
C -3.502 -0.915 0.631 -0.06
O -2.436 -1.351 1.447 -0.54
C -1.407 -1.997 0.739 -0.52
B -0.063 -2.089 1.519 0.73
I 0.061 -1.129 3.436 -0.03
C 1.196 -2.872 1.000 -0.85
C 2.203 -2.069 0.155 -0.37
C 1.578 -1.160 -0.913 -0.85
P 1.248 0.540 -0.446 2.42
O 0.069 0.685 0.420 -1.12
O 1.153 1.355 -1.814 -0.80
C 0.293 0.831 -2.833 -0.07
C -0.099 1.961 -3.774 -0.63
O 2.579 1.163 0.128 -0.82
C 2.773 1.089 1.563 -0.08
C 2.376 2.383 2.238 -0.63
H -3.744 1.905 1.224 0.19
H -2.362 2.327 0.233 0.21
H -2.176 1.191 1.582 0.23
H -4.048 0.606 -0.751 0.20
H -2.349 0.180 -0.843 0.19
H -4.327 -0.696 1.309 0.19
H -3.834 -1.722 -0.032 0.16
H -1.729 -2.999 0.420 0.20
H -1.173 -1.450 -0.186 0.22
H 0.895 -3.759 0.439 0.23
H 1.717 -3.229 1.888 0.25
H 2.889 -1.541 0.811 0.21
H 2.820 -2.783 -0.389 0.21
H 0.654 -1.594 -1.291 0.24
H 2.259 -1.121 -1.766 0.25
H -0.600 0.384 -2.392 0.18
H 0.816 0.051 -3.386 0.17
H 0.581 2.008 -4.621 0.21
H -1.110 1.814 -4.143 0.22
H -0.056 2.906 -3.242 0.23
H 3.836 0.909 1.702 0.19
H 2.198 0.278 2.002 0.20
H 2.374 2.205 3.314 0.22
H 1.367 2.669 1.955 0.23
H 3.087 3.180 2.040 0.21
```

Computed properties:
E_HOMO   -9.01 eV
Maximum force   0.58 eV Å⁻¹
Structure (SMILES)   CCCOCB(I)CCCP(=O)(OCC)OCC


[3]
A 2-piece molecular cluster, C11H25BN2O8 overall. Source: the Open Molecules 2025 dataset; level of theory: ωB97M-V with the def2-TZVPD basis set.

```
47
Properties=species:S:1:pos:R:3:nbo_charge:R:1
C 7.228 -1.367 -1.412 -0.64
C 5.662 -1.027 -1.404 -0.06
O 5.252 -0.092 -2.431 -0.75
B 4.697 1.115 -1.844 1.30
O 5.585 1.873 -1.004 -0.93
N 3.302 1.480 -2.200 -0.79
C 2.778 2.659 -1.430 -0.06
N 2.762 3.932 -2.198 -0.84
C 2.361 0.384 -1.990 0.94
O 2.577 -0.436 -1.080 -0.60
O 1.225 0.377 -2.822 -0.51
C 0.629 -0.935 -2.889 -0.10
C -0.551 -1.145 -1.805 -0.12
O -1.576 -0.142 -1.987 -0.53
C -2.391 -0.004 -0.851 0.65
O -2.027 -0.091 0.326 -0.57
H 7.435 -2.270 -2.089 0.21
H 7.502 -1.683 -0.342 0.21
H 7.844 -0.482 -1.757 0.22
H 5.119 -2.018 -1.606 0.18
H 5.350 -0.647 -0.372 0.18
H 5.765 2.736 -1.438 0.50
H 3.279 2.836 -0.429 0.21
H 1.678 2.425 -1.193 0.20
H 3.635 4.041 -2.722 0.36
H 1.939 3.984 -2.804 0.37
H 1.355 -1.798 -2.784 0.22
H 0.119 -1.063 -3.908 0.20
H -0.042 -1.127 -0.792 0.23
H -0.942 -2.199 -1.989 0.19
H -3.491 0.267 -1.031 0.14
C -3.432 0.137 3.017 -0.26
O -4.656 0.750 3.404 -0.56
C -5.706 0.498 2.476 -0.09
C -6.653 -0.581 2.988 -0.09
O -6.011 -1.852 3.040 -0.55
C -5.621 -2.209 4.359 -0.25
H -2.741 0.193 3.860 0.19
H -3.571 -0.914 2.750 0.18
H -2.998 0.676 2.173 0.19
H -5.303 0.230 1.493 0.17
H -6.265 1.432 2.366 0.18
H -7.489 -0.675 2.289 0.18
H -7.061 -0.310 3.968 0.18
H -6.506 -2.475 4.946 0.17
H -5.076 -1.402 4.853 0.18
H -4.970 -3.082 4.295 0.19
```

Computed properties:
E_HOMO   -9.05 eV
ΔE to the lowest compared entry with this formula, charge and spin   11.7 kcal per mole
Maximum force   3.67 eV Å⁻¹
Structure (SMILES)   CCOB(O)N(CN)C(=O)OCCOC=O.COCCOC


[4]
A 11-piece molecular cluster, C11H25Cl20N2O4PS overall. Source: the Open Molecules 2025 dataset; level of theory: ωB97M-V with the def2-TZVPD basis set.

```
64
Properties=species:S:1:pos:R:3:nbo_charge:R:1
N 0.059 1.748 3.088 -0.51
O -0.674 0.925 2.203 -0.42
C 0.015 -0.291 1.965 0.87
O -0.329 -1.281 2.669 -0.52
N 1.121 -0.492 1.016 -0.95
P 1.110 0.650 -0.329 1.84
O -0.424 1.234 -0.736 -0.93
O 2.245 1.925 -0.052 -0.94
S 1.790 -0.304 -1.906 -0.59
H 0.743 1.155 3.606 0.34
H -0.647 1.973 3.826 0.37
H 1.995 -0.333 1.546 0.42
H -0.518 2.189 -0.487 0.52
H 2.956 1.467 0.461 0.49
Cl -2.168 4.150 4.193 -0.04
C -3.537 3.779 3.137 -0.40
Cl -3.416 4.638 1.597 -0.02
H -3.554 2.709 2.944 0.23
H -4.458 4.079 3.635 0.22
Cl -4.028 0.442 1.519 -0.01
C -5.751 0.304 1.888 -0.40
Cl -6.407 1.836 2.480 -0.02
H -6.284 0.020 0.982 0.23
H -5.889 -0.458 2.652 0.22
Cl -3.922 2.436 -0.809 -0.02
C -3.666 3.557 -2.151 -0.40
Cl -4.553 5.066 -1.905 -0.03
H -2.603 3.780 -2.227 0.22
H -4.011 3.090 -3.071 0.22
Cl 1.166 -0.824 -5.673 -0.02
C -0.561 -0.954 -5.330 -0.40
Cl -1.213 0.586 -4.760 -0.03
H -1.083 -1.244 -6.240 0.22
H -0.713 -1.709 -4.560 0.23
Cl 4.197 -3.893 -2.048 -0.02
C 5.389 -2.614 -1.789 -0.40
Cl 5.122 -1.796 -0.243 -0.04
H 6.385 -3.052 -1.789 0.22
H 5.307 -1.885 -2.595 0.23
Cl 1.964 -2.632 6.624 -0.02
C 2.438 -2.602 4.922 -0.40
Cl 2.535 -0.944 4.314 -0.07
H 3.416 -3.074 4.816 0.23
H 1.698 -3.149 4.339 0.23
Cl 5.808 -6.279 4.947 -0.02
C 6.088 -5.144 3.622 -0.39
Cl 5.206 -3.632 3.878 -0.02
H 7.153 -4.925 3.563 0.23
H 5.751 -5.596 2.691 0.23
Cl -3.560 2.611 -5.667 -0.03
C -3.305 2.610 -7.417 -0.39
Cl -2.713 1.042 -7.981 -0.02
H -4.250 2.828 -7.911 0.22
H -2.572 3.375 -7.667 0.23
Cl 5.073 -1.682 -5.095 -0.03
C 5.356 -0.574 -6.444 -0.40
Cl 4.467 0.936 -6.224 -0.01
H 6.420 -0.353 -6.504 0.22
H 5.026 -1.048 -7.367 0.22
Cl -4.652 -1.027 7.200 -0.02
C -4.209 -0.996 5.489 -0.39
Cl -4.145 0.660 4.874 -0.03
H -3.229 -1.455 5.369 0.23
H -4.951 -1.555 4.922 0.22
```

Computed properties:
E_HOMO   -8.52 eV
Maximum force   5.71 eV Å⁻¹
Structure (SMILES)   NOC(=O)NP(O)(O)=S.ClCCl.ClCCl.ClCCl.ClCCl.ClCCl.ClCCl.ClCCl.ClCCl.ClCCl.ClCCl


[5]
C11H25ClNO6P2Y as an isolated structure. Source: the Open Molecules 2025 dataset; level of theory: ωB97M-V with the def2-TZVPD basis set.

```
47
Properties=species:S:1:pos:R:3:nbo_charge:R:1
C 0.802 -1.797 -3.991 -0.24
C 0.845 -1.297 -2.694 0.28
N -0.282 -1.010 -1.982 -0.55
C -1.484 -1.206 -2.587 0.24
C -1.570 -1.706 -3.880 -0.25
C -0.425 -1.999 -4.610 -0.12
C 2.254 -1.150 -2.113 -0.73
P 2.444 -0.241 -0.524 0.82
Y -0.175 -0.349 0.492 1.69
P -2.776 -0.023 -0.304 0.75
C -2.818 -0.925 -1.910 -0.72
O 2.431 4.287 -2.247 -1.07
O 0.011 2.015 0.786 -1.01
H 1.749 -2.021 -4.497 0.23
H -2.561 -1.857 -4.309 0.22
H -0.477 -2.379 -5.632 0.23
C 3.729 -1.234 0.310 -0.92
C 3.403 1.205 -1.061 -0.95
H -3.447 -0.339 -2.604 0.26
H -3.336 -1.885 -1.732 0.25
H 2.866 -0.663 -2.807 0.25
H 2.688 -2.156 -1.952 0.26
C -4.184 -0.764 0.590 -0.92
C -3.430 1.611 -0.784 -0.92
H -0.071 4.099 -1.858 -0.79
H 0.359 2.899 0.591 0.55
H 2.638 5.183 -2.412 0.45
H 1.422 4.253 -2.135 0.49
H 0.849 -2.045 0.621 -0.57
H 0.239 1.713 1.783 0.51
H 4.623 -0.624 0.484 0.23
H 3.307 -1.553 1.272 0.26
H 3.990 -2.121 -0.280 0.23
H 4.362 1.240 -0.526 0.23
H 3.592 1.179 -2.144 0.24
H 2.830 2.116 -0.842 0.28
H -4.319 1.846 -0.184 0.24
H -2.650 2.358 -0.578 0.29
H -3.671 1.635 -1.855 0.24
H -4.988 -0.024 0.705 0.25
H -4.559 -1.655 0.066 0.24
H -3.830 -1.063 1.587 0.26
O 0.905 -1.663 3.903 -0.72
Cl -0.084 -0.736 3.461 2.50
O -0.987 -1.362 2.427 -0.86
O -0.846 -0.146 4.504 -0.73
O 0.632 0.355 2.645 -0.91
```

Computed properties:
E_HOMO   -5.31 eV
ΔE to the lowest compared entry with this formula, charge and spin   45.2 kcal per mole
Maximum force   3.28 eV Å⁻¹


no.,DFT total energy (eV),LUMO level (eV)
1,-115310.4448,-4.61
2,-38071.1175,0.50
3,-31848.4589,0.44
4,-293553.8160,0.04
5,-57721.6412,-0.48